1.
118
Properties=species:S:1:pos:R:3:forces:R:3 method="wB97M-V/def2-TZVPD" homo_ev=-9.154 smiles="C#CCc1cc(CCCO)cc2c1C(=O)N(CCC(C)C)C2=O.CN(C)C=O.CN(C)C=O.CN(C)C=O.CN(C)C=O.CN(C)C=O.CN(C)C=O" gap_ha=0.3279 spin_multiplicity=1 largest_force_ev_per_a=1.709
C 0.0029 1.2535 5.5898 -0.1 -0.3 0.1
C 0.4830 0.4128 4.8837 0.4 0.5 -0.6
C 1.1537 -0.4435 3.8884 -0.4 -0.6 0.5
C 0.2131 -1.2386 2.9863 0.4 0.2 0.3
C 0.4661 -2.6081 2.8042 -0.9 0.6 -0.4
C -0.3520 -3.3677 1.9695 -0.3 -1.0 -0.2
C -0.0447 -4.8469 1.7482 0.9 1.1 0.3
C 1.3292 -4.9741 1.0422 -0.9 -0.9 -0.1
C 1.2954 -4.6577 -0.4441 1.3 0.1 0.1
O 0.9934 -3.3048 -0.7472 -0.6 0.1 -0.2
C -1.4481 -2.7996 1.3089 0.2 0.5 0.2
C -1.6776 -1.4546 1.4889 0.1 0.4 0.1
C -0.8595 -0.6654 2.3156 -0.1 -0.2 -0.3
C -1.3704 0.7610 2.2422 -0.1 -1.4 -0.5
O -0.9357 1.7888 2.6731 0.2 0.3 0.3
N -2.5193 0.6683 1.4539 -1.1 0.9 0.1
C -3.5425 1.7156 1.4743 0.3 0.1 -0.5
C -3.1504 2.9241 0.6346 -0.8 0.4 -0.1
C -4.2154 4.0512 0.6552 0.9 0.7 0.1
C -3.9786 4.9642 1.8803 0.0 -0.2 -0.2
C -4.0694 4.8785 -0.6568 -0.1 -0.9 0.6
C -2.7487 -0.5682 0.8761 1.4 -0.5 0.8
O -3.5718 -0.8330 0.0480 -0.5 -0.1 -0.1
H -0.4688 1.9948 6.1867 0.0 -0.1 0.1
H 1.7392 -1.1711 4.4585 0.1 0.0 -0.2
H 1.8627 0.1022 3.2640 -0.1 0.3 0.2
H 1.2902 -3.0869 3.3163 0.0 0.1 0.1
H 0.0560 -5.3349 2.7205 -0.2 -0.1 0.0
H -0.8299 -5.3403 1.1843 0.0 -0.1 0.0
H 1.6470 -6.0159 1.1585 0.1 0.1 -0.2
H 2.0805 -4.3731 1.5592 0.0 0.1 -0.1
H 0.6052 -5.2879 -1.0050 -0.3 0.1 0.2
H 2.2975 -4.8785 -0.8448 -0.1 -0.1 0.0
H 1.5062 -2.7112 -0.1933 0.2 -0.1 0.2
H -2.0766 -3.3782 0.6459 0.0 -0.1 0.0
H -3.7397 1.9789 2.5165 0.2 0.1 0.0
H -4.4580 1.2750 1.0766 0.1 -0.1 -0.1
H -2.9920 2.6418 -0.4096 0.0 -0.4 0.1
H -2.2208 3.3742 0.9862 0.1 -0.2 0.0
H -5.2280 3.6425 0.7095 0.0 -0.1 0.0
H -4.3972 4.5425 2.7970 0.0 0.1 0.0
H -4.3906 5.9591 1.6949 -0.2 -0.1 0.2
H -2.9092 5.1088 2.0561 0.0 0.0 -0.1
H -4.7675 4.4645 -1.3860 0.1 0.3 -0.2
H -4.2592 5.9365 -0.4912 -0.1 0.0 -0.2
H -3.0567 4.7284 -1.0341 0.0 0.3 -0.1
C -7.2810 7.4153 2.5970 -0.1 0.2 -0.1
N -7.3156 7.9754 1.2605 0.0 -0.1 0.1
C -7.8626 9.3067 1.0611 0.1 -0.1 -0.2
C -6.8545 7.2997 0.1887 0.0 -0.1 0.0
O -6.8575 7.7171 -0.9515 0.0 0.1 0.0
H -8.2941 7.3487 2.9994 0.0 0.0 0.1
H -6.6795 8.0497 3.2515 0.0 -0.1 0.1
H -6.8443 6.4187 2.5754 0.0 0.0 0.0
H -8.7085 9.2613 0.3745 0.0 0.1 0.0
H -7.1043 9.9580 0.6252 -0.1 0.1 0.0
H -8.1890 9.7159 2.0138 0.0 0.0 0.0
H -6.4620 6.3002 0.4451 0.0 0.0 0.0
C 1.3524 0.5003 -4.6242 -0.1 -0.2 0.1
N 1.7524 -0.8729 -4.3826 -0.1 0.1 -0.1
C 1.0775 -1.6506 -3.3521 0.2 0.0 -0.1
C 2.7357 -1.4658 -5.0703 0.0 0.1 0.0
O 3.0974 -2.6192 -4.8922 0.1 0.0 -0.1
H 1.4862 1.0900 -3.7157 0.0 0.1 0.0
H 0.3021 0.5335 -4.9189 0.0 0.1 0.0
H 1.9557 0.9354 -5.4185 0.0 0.0 0.0
H 1.8022 -1.9785 -2.6118 -0.1 -0.1 0.1
H 0.6225 -2.5351 -3.7976 0.0 0.0 0.1
H 0.3103 -1.0507 -2.8700 0.0 0.1 0.0
H 3.2075 -0.8090 -5.8198 0.0 0.0 0.0
C -2.9160 -8.2971 -2.3350 -0.1 0.2 0.2
N -2.4371 -7.7274 -1.0902 0.0 -0.1 -0.1
C -3.1938 -6.6553 -0.4651 0.2 -0.1 0.1
C -1.3110 -8.1596 -0.4914 0.0 -0.1 0.0
O -0.8657 -7.7201 0.5522 0.0 0.1 0.0
H -2.9668 -7.5228 -3.1029 0.0 -0.1 -0.1
H -3.9115 -8.7213 -2.1910 0.0 0.0 -0.1
H -2.2438 -9.0832 -2.6716 0.0 0.0 0.0
H -2.5698 -5.7651 -0.3751 -0.1 0.0 0.0
H -3.5078 -6.9560 0.5352 0.0 0.1 0.0
H -4.0687 -6.4235 -1.0664 0.0 0.0 0.0
H -0.8114 -8.9722 -1.0449 0.0 0.0 0.0
C 6.5712 -1.0143 -3.8360 0.2 0.2 0.1
N 6.9516 0.3004 -4.3207 -0.1 -0.1 0.0
C 8.1393 0.9404 -3.7828 -0.1 0.1 -0.1
C 6.2367 0.9512 -5.2570 0.0 0.0 0.0
O 6.5034 2.0514 -5.6996 0.0 0.0 0.0
H 6.3884 -0.9778 -2.7608 0.0 -0.1 0.0
H 7.3729 -1.7278 -4.0378 -0.1 -0.1 0.1
H 5.6647 -1.3532 -4.3350 0.0 0.0 0.0
H 7.8716 1.8907 -3.3194 0.1 0.0 0.0
H 8.8491 1.1411 -4.5861 0.0 0.0 0.1
H 8.6010 0.2921 -3.0425 0.0 0.0 0.0
H 5.3563 0.3791 -5.5994 0.0 0.0 0.0
C 4.7121 -5.7315 -4.3792 0.1 -0.1 0.1
N 5.2538 -5.2600 -3.1190 0.0 0.0 0.0
C 6.2395 -6.0647 -2.4185 -0.1 0.2 0.1
C 4.8656 -4.0894 -2.5784 -0.2 0.2 -0.1
O 5.2854 -3.6384 -1.5232 0.1 -0.1 0.1
H 4.2133 -6.6926 -4.2326 0.0 0.0 -0.1
H 5.5176 -5.8565 -5.1063 -0.1 0.0 -0.1
H 3.9936 -5.0128 -4.7682 0.0 0.1 0.0
H 5.8680 -6.3285 -1.4274 0.1 0.0 0.0
H 7.1633 -5.4978 -2.2953 0.0 -0.1 0.0
H 6.4424 -6.9711 -2.9835 0.0 0.0 0.0
H 4.1198 -3.5579 -3.1871 0.0 -0.1 0.0
C 0.9080 4.9026 4.5961 0.1 0.1 0.3
N 1.0301 6.0651 5.4553 0.0 -0.1 -0.2
C 1.3466 5.8769 6.8602 0.0 0.2 -0.1
C 0.8595 7.3211 4.9959 0.0 0.0 -0.1
O 0.9498 8.3249 5.6739 0.0 0.0 0.1
H 0.1149 4.2514 4.9670 0.0 -0.1 -0.1
H 1.8491 4.3490 4.5899 -0.1 -0.1 -0.1
H 0.6691 5.2056 3.5791 0.0 0.0 0.0
H 0.5523 6.2960 7.4794 0.1 0.0 0.1
H 2.2761 6.3924 7.1041 0.0 0.0 0.1
H 1.4530 4.8160 7.0732 0.0 0.0 -0.1
H 0.6227 7.3589 3.9186 0.0 0.0 0.0

---

2.
124
Properties=species:S:1:pos:R:3:forces:R:3 method="wB97M-V/def2-TZVPD" homo_ev=-10.684 gap_ha=0.2015 charge=+1 spin_multiplicity=1 largest_force_ev_per_a=5.368
C 0.0731 -3.8253 3.6990 -0.5 1.2 -0.3
C -0.5545 -4.1070 2.2440 1.0 -2.1 0.9
C -1.3002 -5.5603 2.3428 0.3 0.5 -0.3
O -2.7070 -5.3703 2.0133 -1.0 -0.9 2.1
C -3.5864 -6.0095 2.9271 -1.2 -3.3 -2.2
O -4.2312 -7.0000 2.4849 2.2 4.3 2.4
C -3.7852 -5.4474 4.4239 -1.3 -0.4 -1.2
S -3.8379 -3.5609 4.3970 -1.1 -0.5 -0.9
C -5.2611 -3.2499 3.2279 -2.4 -0.4 -0.6
N -4.9600 -2.9877 1.8478 -3.6 0.0 0.8
C -5.9636 -2.7741 0.8446 -1.7 -0.5 2.5
C -7.4716 -2.8386 1.2232 1.7 0.1 1.3
O -8.4275 -2.6592 0.1677 2.8 -2.2 1.7
B -8.2187 -3.8592 -0.6662 0.1 -1.7 -1.5
O -8.3667 -5.1934 -0.0956 1.3 2.8 -0.2
O -7.8252 -3.7397 -2.0600 0.1 0.1 3.3
C -7.8680 -3.0881 2.7022 2.9 0.7 -0.6
C -9.3900 -3.1553 3.1900 -2.7 -2.9 0.5
O -9.9318 -4.2851 3.2517 2.6 4.4 -0.5
O -10.1717 -2.0378 3.5555 2.9 -1.4 -0.5
C -6.7270 -3.3094 3.7295 1.1 0.0 -4.0
P -7.0351 -3.6737 5.5758 -0.2 1.4 0.7
S -7.0175 -2.0344 6.6369 -0.1 -0.4 -0.6
O -1.5728 -3.1611 1.8322 1.2 1.5 0.7
C -1.0755 -1.8203 1.7713 2.4 1.1 -2.0
O -0.2639 -1.5055 0.8737 -3.1 -1.1 3.6
C -1.6581 -0.7884 2.8675 0.1 -0.4 -0.1
S -2.8660 0.3701 1.9966 0.8 0.2 0.3
H 0.9290 -3.0530 3.6410 -1.3 -1.3 0.1
H -0.7668 -3.3445 4.3271 1.3 -0.9 -0.7
H 0.4278 -4.7856 4.2081 -0.4 1.4 -0.9
H 0.3210 -4.2004 1.5002 -1.6 0.4 0.8
H -1.2386 -5.9743 3.4118 0.2 0.5 -1.7
H -0.8845 -6.3018 1.5594 -0.6 1.1 1.5
H -3.0366 -5.8519 5.1817 -0.8 0.9 -1.1
H -4.8436 -5.7869 4.7315 1.9 0.2 -0.5
H -3.9699 -2.9643 1.5526 -0.3 -0.2 0.3
H -5.6005 -2.5650 -0.2240 -0.6 -0.1 1.7
H -7.4860 -5.5325 0.1942 -1.1 0.0 -0.4
H -6.8419 -3.6599 -2.0392 -0.9 0.2 -0.6
H -9.6067 -1.2935 3.8742 -0.4 -0.5 -0.5
H -8.2945 -4.3776 5.6920 1.0 0.1 -0.6
H -5.9854 -4.5273 6.0370 -0.7 -0.1 -0.8
H -2.3023 -1.3308 3.6546 1.1 0.8 -1.4
H -0.8277 -0.2062 3.4151 -1.1 -1.0 -1.1
H -2.1379 1.5179 1.6744 -0.2 -1.4 0.4
C -4.1928 0.1688 -3.8289 0.5 0.1 0.2
C -4.5268 -1.0632 -4.6405 -0.2 -0.1 -0.4
C -4.9562 -2.0421 -3.5665 0.1 -0.3 0.1
O -5.5351 -1.2678 -2.5038 0.2 -0.2 0.1
C -5.2394 0.1194 -2.7335 -0.3 0.4 0.1
H -4.2231 1.0952 -4.4042 0.0 -0.1 0.1
H -3.1924 0.0673 -3.3950 0.0 0.1 -0.1
H -5.3670 -0.8503 -5.3091 0.1 -0.1 0.0
H -3.6953 -1.4308 -5.2438 -0.1 0.0 0.1
H -4.0969 -2.5841 -3.1556 0.1 0.0 -0.1
H -5.6860 -2.7701 -3.9307 -0.1 0.1 0.1
H -6.1659 0.6113 -3.0471 0.0 0.0 0.0
H -4.8970 0.5812 -1.8047 -0.1 -0.1 0.0
C 0.7713 -2.1194 -2.7285 -0.1 -0.3 0.3
C 0.9948 -2.1215 -4.2247 0.4 0.0 -0.3
C -0.1040 -1.1960 -4.7091 -0.3 0.1 -0.1
O -0.3369 -0.2450 -3.6616 0.1 -0.3 0.0
C 0.3399 -0.6885 -2.4768 0.0 0.4 0.1
H 1.6523 -2.4061 -2.1519 -0.1 0.0 0.0
H -0.0434 -2.8060 -2.4738 0.1 0.0 0.0
H 1.9747 -1.6901 -4.4538 -0.1 -0.1 0.0
H 0.9454 -3.1142 -4.6756 0.0 0.1 0.0
H -1.0381 -1.7428 -4.8797 0.0 -0.1 -0.1
H 0.1647 -0.6709 -5.6287 -0.1 0.0 0.1
H 1.2051 -0.0350 -2.3207 0.0 0.0 0.1
H -0.3260 -0.5960 -1.6163 0.0 0.1 -0.1
C 3.2343 2.5709 3.2602 0.3 0.3 0.3
C 3.3291 1.3193 2.4173 0.0 -0.1 -0.5
C 2.5613 0.3159 3.2541 0.0 -0.2 0.3
O 1.5593 1.0527 3.9716 0.1 -0.1 -0.2
C 1.8404 2.4553 3.8426 -0.3 0.2 0.0
H 3.3844 3.4930 2.6959 -0.1 0.0 0.0
H 3.9789 2.5349 4.0627 -0.1 0.0 0.0
H 2.8186 1.4769 1.4612 0.0 0.0 0.0
H 4.3536 1.0052 2.2095 -0.1 0.0 0.0
H 3.2119 -0.1687 3.9900 0.0 0.0 -0.1
H 2.0842 -0.4583 2.6471 -0.1 0.0 0.0
H 1.0923 2.8861 3.1685 0.1 0.1 0.0
H 1.7509 2.9396 4.8175 -0.1 -0.1 0.0
C 3.4781 6.7660 -0.8083 0.4 0.2 0.1
C 3.1644 5.5142 -1.5953 -0.1 -0.2 -0.4
C 2.8217 4.5279 -0.4968 0.0 -0.1 0.2
O 2.2543 5.2870 0.5817 0.2 0.0 -0.2
C 2.4807 6.6814 0.3296 -0.3 0.1 0.2
H 3.3844 7.6853 -1.3890 0.0 -0.1 0.1
H 4.4990 6.7112 -0.4155 -0.1 0.1 0.0
H 2.2886 5.6851 -2.2303 0.1 0.0 0.0
H 3.9851 5.1772 -2.2299 -0.1 0.1 0.0
H 3.7196 4.0271 -0.1178 0.0 -0.1 -0.1
H 2.1098 3.7661 -0.8243 0.0 0.0 0.1
H 1.5215 7.1309 0.0502 0.0 0.1 0.0
H 2.8403 7.1658 1.2402 -0.1 -0.1 0.0
C 6.7350 7.3808 -5.3924 0.4 0.2 0.1
C 6.4199 6.1283 -6.1793 -0.2 -0.1 -0.4
C 6.0781 5.1425 -5.0796 0.1 -0.3 0.2
O 5.5128 5.9022 -4.0021 0.2 0.1 -0.3
C 5.7381 7.2965 -4.2537 -0.3 0.1 0.2
H 6.6411 8.2999 -5.9731 0.0 -0.1 0.1
H 7.7559 7.3259 -5.0005 -0.1 0.1 0.0
H 5.5438 6.2993 -6.8134 0.1 0.0 0.0
H 7.2401 5.7901 -6.8148 -0.1 0.0 0.1
H 6.9757 4.6414 -4.7016 0.0 -0.1 -0.1
H 5.3654 4.3812 -5.4055 0.0 0.0 0.1
H 4.7787 7.7460 -4.5322 0.0 0.1 0.0
H 6.0985 7.7808 -3.3433 -0.1 -0.1 0.0
C 8.6135 1.5409 0.6403 0.3 0.3 0.3
C 8.7039 0.2872 -0.2011 0.0 -0.1 -0.5
C 7.9340 -0.7126 0.6390 0.0 -0.3 0.3
O 6.9363 0.0285 1.3548 0.2 0.1 -0.1
C 7.2193 1.4284 1.2242 -0.3 0.0 0.0
H 8.7652 2.4618 0.0747 0.0 -0.1 0.1
H 9.3586 1.5045 1.4419 -0.1 0.0 -0.1
H 8.1929 0.4444 -1.1568 0.1 0.0 0.0
H 9.7271 -0.0298 -0.4096 -0.1 0.0 0.0
H 8.5838 -1.1976 1.3751 0.0 -0.1 -0.1
H 7.4538 -1.4863 0.0352 -0.1 0.0 0.1
H 6.4707 1.8596 0.5502 0.0 0.1 0.0
H 7.1315 1.9140 2.1989 -0.1 -0.1 0.0